(1)
Here is one molecule with the formula C14H18O from OMol25. Energies are from ωB97M-V/def2-TZVPD.

```
! wB97M-V def2-TZVPD RIJCOSX def2/J DEFGRID3
* xyz 0 1
C 1.7066 -0.1332 -1.6559
C 0.7672 -1.1072 -1.7319
C -2.6486 -1.6313 -1.4143
C -2.8746 -0.3485 -0.6122
C -1.3456 -2.2326 -1.1399
C -1.8318 -0.1177 0.5361
C 2.2597 1.5024 1.7892
C 0.6680 -0.4255 1.2146
C 1.2495 2.6387 1.4640
C 1.7202 0.8640 -0.5014
C 1.9773 0.2507 0.9242
C -0.3206 -1.2690 -0.8924
C -0.3463 -0.1223 0.0713
C 0.3226 1.4280 -0.2925
O 0.0486 2.2517 0.7003
H 2.5612 -0.0250 -2.4293
H 0.8423 -1.7691 -2.6488
H -3.4730 -2.4651 -1.3004
H -2.8574 -1.3353 -2.5014
H -2.7697 0.5131 -1.3376
H -3.9078 -0.3261 -0.1079
H -1.3758 -2.8372 -0.2600
H -0.9127 -2.8185 -1.9460
H -2.0458 0.8670 0.8833
H -1.9121 -0.9179 1.2304
H 3.2846 1.8208 1.8234
H 2.2276 1.1569 2.8572
H 0.7659 -1.4447 1.4715
H 0.3891 0.0964 2.1476
H 0.9757 2.9973 2.4612
H 1.5302 3.6174 0.9712
H 2.4763 1.6724 -0.7514
H 2.8492 -0.3502 0.9778
*
```

**Electronic energy**: -16851.7944 eV
**HOMO (spin up / spin down)**: -7.38 / -6.60 eV
**Molecular weight**: 202.297 g mol⁻¹
**Energy relative to the best compared isomer or geometry (same formula, charge and spin)**: 447.4 kJ/mol
**LUMO (spin up / spin down)**: 0.28 / 0.54 eV

In elementary charge units, the Mulliken charges are:
1. C -1.19
2. C -0.38
3. C -0.48
4. C -0.57
5. C -1.24
6. C -1.62
7. C -1.01
8. C -1.12
9. C -0.44
10. C 0.37
11. C -0.11
12. C 0.08
13. C 2.33
14. C -0.88
15. O -0.27
16. H 0.24
17. H 0.23
18. H 0.27
19. H 0.22
20. H 0.31
21. H 0.35
22. H 0.25
23. H 0.45
24. H 0.54
25. H 0.44
26. H 0.48
27. H 0.40
28. H 0.24
29. H 0.51
30. H 0.27
31. H 0.35
32. H 0.54
33. H 0.43



(2)
Here is a 10-piece molecular cluster, C36H34F12NO35S2 overall from OMol25. Energies are from ωB97M-V/def2-TZVPD.

```
! wB97M-V def2-TZVPD RIJCOSX def2/J DEFGRID3
* xyz -1 1
O 3.2868 5.4286 -0.0626
C 3.8213 4.3859 0.0543
F 4.5440 4.1918 1.2264
C 3.7470 3.2613 -1.0362
C 2.4915 2.3133 -0.8621
S 2.4379 1.8576 0.9595
C 2.6329 1.0086 -1.7578
O 1.7936 -0.0078 -1.1644
S 0.1832 0.3712 -1.3094
O -0.5349 -0.5440 -0.4007
O -0.2514 0.0491 -2.6643
C -0.1693 2.1516 -0.8944
N -1.3795 2.5483 -1.6327
C -2.5318 1.6710 -1.3063
O -2.9288 1.7095 -0.1940
F -3.0768 0.8858 -2.2506
C -1.8210 3.8482 -1.2886
O -1.3629 4.5712 -0.4788
F -2.9519 4.2757 -1.9573
C 1.1269 3.0005 -1.2426
C 1.1489 3.5219 -2.7516
O 0.6822 2.8551 -3.6908
O 1.6799 4.6752 -2.9628
H 3.7995 3.6675 -2.0766
H 4.6580 2.6140 -0.8968
H 1.6417 2.8451 1.4958
H 3.6958 0.6530 -1.6490
H 2.4546 1.1784 -2.8491
H -0.3189 2.1961 0.2164
H 1.0619 3.9386 -0.6197
C -3.3164 6.2527 2.0759
C -3.2213 4.8516 2.5912
O -4.0427 4.8853 3.7477
C -4.9850 5.8378 3.5032
O -5.9945 5.9570 4.1286
O -4.6394 6.6290 2.4580
F -1.9539 4.5542 2.9650
H -2.5979 6.9253 2.5502
H -3.1887 6.3081 0.9956
H -3.5903 4.0919 1.8980
C -6.7126 5.0073 -3.7601
C -7.8415 5.2590 -2.8033
O -7.2204 5.1386 -1.5400
C -5.9180 5.5091 -1.7293
O -5.1674 5.7853 -0.8545
O -5.5935 5.5277 -3.0501
F -8.7989 4.3037 -2.9104
H -6.5574 3.9435 -3.9543
H -6.8476 5.5218 -4.7107
H -8.2978 6.2480 -2.8948
C 0.9692 -4.1410 -1.6254
C 2.1716 -3.6664 -0.8864
O 3.2053 -3.7558 -1.8532
C 2.5863 -3.5749 -3.0637
O 3.1611 -3.3229 -4.0733
O 1.2400 -3.7101 -2.9599
F 2.4713 -4.5023 0.1469
H 0.8646 -5.2288 -1.6128
H 0.0540 -3.6902 -1.2437
H 2.0934 -2.6383 -0.5251
C -3.5347 -6.5092 0.2153
C -2.2161 -7.0032 -0.3024
O -1.6429 -5.8428 -0.8717
C -2.1511 -4.7901 -0.1602
O -1.6990 -3.6920 -0.1759
O -3.2337 -5.1624 0.5727
F -2.3874 -7.9279 -1.2805
H -4.3146 -6.5164 -0.5473
H -3.8824 -7.0743 1.0761
H -1.5497 -7.4019 0.4670
C -8.1245 -9.4785 1.4959
C -6.8079 -9.9800 0.9786
O -6.2292 -8.8217 0.4084
C -6.7317 -7.7673 1.1171
O -6.2738 -6.6723 1.0989
O -7.8170 -8.1328 1.8512
F -6.9836 -10.9034 0.0034
H -8.9043 -9.4833 0.7309
H -8.4761 -10.0417 2.3594
H -6.1439 -10.3806 1.7487
C 5.2637 -5.9164 -0.5245
C 6.7498 -5.7324 -0.4456
O 7.1648 -6.8300 0.3462
C 6.2541 -7.8212 0.1144
O 6.4234 -8.9633 0.3946
O 5.1330 -7.3376 -0.4842
F 7.0690 -4.5851 0.2012
H 4.7406 -5.4797 0.3282
H 4.8411 -5.5086 -1.4404
H 7.2602 -5.7634 -1.4117
C -8.7263 8.3970 5.5773
C -7.2349 8.5001 5.6842
O -7.0452 9.0719 6.9679
C -8.1105 8.6645 7.7149
O -8.1594 8.7250 8.9006
O -9.1109 8.1717 6.9319
F -6.7354 9.3502 4.7533
H -9.1863 9.3209 5.2181
H -9.0422 7.5751 4.9363
H -6.7134 7.5435 5.6274
C 8.4378 0.2017 1.2525
C 6.9575 0.2645 1.4760
O 6.5707 1.4028 0.7249
C 7.4693 1.4926 -0.2973
O 7.3097 2.1547 -1.2720
O 8.5678 0.7240 -0.0674
F 6.6680 0.4852 2.7811
H 8.9953 0.8329 1.9488
H 8.8249 -0.8143 1.3119
H 6.4103 -0.6124 1.1211
C 9.3403 -1.6236 -3.2516
C 10.7315 -2.1822 -3.1821
O 11.0759 -2.0071 -1.8207
C 9.9015 -2.0642 -1.1309
O 9.8214 -2.2210 0.0452
O 8.8305 -1.9262 -1.9552
F 11.5891 -1.4611 -3.9437
H 9.3293 -0.5417 -3.4031
H 8.7394 -2.0929 -4.0295
H 10.8065 -3.2401 -3.4460
*
```

**Electronic energy**: -165317.6061 eV
**HOMO**: -5.14 eV
**Molecular weight**: 1332.750 g mol⁻¹
**LUMO**: 1.21 eV

Atom charges from the Mulliken analysis, given in e for atoms 1 to 99:
1. O -0.45
2. C 0.25
3. F -0.24
4. C 0.23
5. C 0.18
6. S -0.17
7. C -0.81
8. O 0.06
9. S 1.11
10. O -0.68
11. O -0.64
12. C -0.35
13. N 0.25
14. C 0.43
15. O -0.38
16. F -0.25
17. C 0.29
18. O -0.37
19. F -0.25
20. C -0.34
21. C -0.01
22. O -0.65
23. O -0.78
24. H 0.46
25. H -0.08
26. H 0.17
27. H 0.38
28. H 0.34
29. H 0.48
30. H 0.80
31. C -0.35
32. C 0.58
33. O -0.35
34. C 0.55
35. O -0.58
36. O -0.27
37. F -0.31
38. H 0.27
39. H 0.18
40. H 0.28
41. C -0.43
42. C 0.33
43. O -0.28
44. C 0.61
45. O -0.48
46. O -0.27
47. F -0.29
48. H 0.28
49. H 0.25
50. H 0.27
51. C -0.04
52. C 0.80
53. O -0.22
54. C 0.64
55. O -0.57
56. O -0.33
57. F -0.33
58. H 0.20
59. H -0.05
60. H -0.02
61. C -0.35
62. C 0.34
63. O -0.27
64. C 0.66
65. O -0.51
66. O -0.34
67. F -0.29
68. H 0.24
69. H 0.15
70. H 0.32
71. C -0.46
72. C 0.30
73. O -0.27
74. C 0.66
75. O -0.47
76. O -0.33
77. F -0.27
78. H 0.28
79. H 0.27
80. H 0.29
81. C -0.01
82. C 0.37
83. O -0.33
84. C 0.59
85. O -0.52
86. O -0.34
87. F -0.27
88. H 0.14
89. H 0.07
90. H 0.28
91. C -0.46
92. C 0.55
93. O -0.32
94. C 0.63
95. O -0.51
96. O -0.32
97. F -0.30
98. H 0.27
99. H 0.27



(3)
Here is a 3-piece molecular cluster, C3H14NO2 overall from OMol25. Energies are from ωB97M-V/def2-TZVPD.

```
! wB97M-V def2-TZVPD RIJCOSX def2/J DEFGRID3
* xyz 0 2
C -0.2295 -0.7322 -0.5019
C -1.4696 -0.6359 0.5584
C -1.2725 -1.6955 1.6658
N -0.5588 0.2628 -1.6290
H -0.2232 -1.7234 -1.0090
H 0.8200 -0.5253 -0.2305
H -1.8182 0.3772 0.9064
H -2.2105 -0.8967 -0.2393
H -1.8401 -1.5818 2.5164
H -0.2384 -1.9318 1.9973
H -1.5750 -2.7376 1.3261
H -0.2099 1.2110 -1.4211
H -1.5626 0.3157 -1.8796
H 0.0893 0.0522 -2.4244
H 1.9545 1.3572 1.1252
H 2.0818 1.3908 2.7573
O 1.4444 1.3393 1.9573
H 2.8792 1.5518 -1.8010
H 1.9614 2.7825 -1.9187
O 1.9777 1.8198 -1.7558
*
```

**Electronic energy**: -8919.1366 eV
**HOMO (spin up / spin down)**: -3.12 / -11.47 eV
**Molecular weight**: 96.150 g mol⁻¹
**Energy relative to the best compared isomer or geometry (same formula, charge and spin)**: 115.6 kJ/mol
**LUMO (spin up / spin down)**: 0.66 / 0.42 eV

In elementary charge units, the Mulliken charges are:
1. C -1.26
2. C -0.38
3. C -1.27
4. N -1.77
5. H 0.32
6. H 0.48
7. H 0.37
8. H 0.35
9. H 0.39
10. H 0.32
11. H 0.32
12. H 0.60
13. H 0.73
14. H 0.81
15. H 0.34
16. H 0.32
17. O -0.67
18. H 0.29
19. H 0.29
20. O -0.56



(4)
Here is one molecule with the formula C6H8 from OMol25. Energies are from ωB97M-V/def2-TZVPD.

```
! wB97M-V def2-TZVPD RIJCOSX def2/J DEFGRID3
* xyz 0 1
C 0.4332 -1.4284 -2.0421
C 0.3345 -0.8634 -0.8553
C 0.0845 0.2261 -0.0614
C 0.2681 1.6820 -0.3349
C -0.5201 -0.3899 1.0478
C -0.6626 -0.2124 2.3531
H 0.9775 -2.3513 -2.1920
H -0.0894 -1.0230 -2.9041
H 0.5989 2.2181 0.5550
H -0.6732 2.1288 -0.6669
H 1.0007 1.8186 -1.1308
H -0.3008 -1.5476 0.4153
H -1.2600 -0.8815 2.9567
H -0.1914 0.6239 2.8597
*
```

**Electronic energy**: -6346.6869 eV
**HOMO**: -8.34 eV
**Molecular weight**: 80.130 g mol⁻¹
**Energy relative to the best compared isomer or geometry (same formula, charge and spin)**: 395.3 kJ/mol
**LUMO**: 0.55 eV

In elementary charge units, the Mulliken charges are:
1. C -0.73
2. C 0.00
3. C 0.53
4. C -1.07
5. C -0.11
6. C -0.68
7. H 0.25
8. H 0.24
9. H 0.32
10. H 0.27
11. H 0.32
12. H 0.17
13. H 0.26
14. H 0.23



(5)
Here is C3H4O4Sn as an isolated structure from OMol25. Energies are from ωB97M-V/def2-TZVPD.

```
! wB97M-V def2-TZVPD RIJCOSX def2/J DEFGRID3
* xyz 0 1
O -0.6833 -0.3817 1.0658
C -0.2663 1.0958 -0.2505
C 0.5429 -1.0897 0.8091
O 0.2909 2.2006 0.2010
O 0.5210 0.3165 -1.0416
C 0.3282 -1.1026 -0.7183
H 0.4262 -2.1163 1.1874
H 1.4445 -0.5669 1.1735
H 1.1893 -1.5983 -1.1867
Sn -1.2672 3.0633 -0.3348
O -1.4731 1.2985 -0.7778
H -1.0529 -1.1193 -0.1272
*
```

**Electronic energy**: -17191.2168 eV
**HOMO**: -8.32 eV
**Molecular weight**: 222.772 g mol⁻¹
**Energy relative to the best compared isomer or geometry (same formula, charge and spin)**: 248.8 kJ/mol
**LUMO**: -1.28 eV

In elementary charge units, the Mulliken charges are:
1. O -0.63
2. C 1.00
3. C -0.28
4. O -0.56
5. O -0.36
6. C -0.68
7. H 0.32
8. H 0.23
9. H 0.26
10. Sn 0.79
11. O -0.53
12. H 0.44



(6)
Here is C30H28Cl5FeI2N5O2Te as an isolated structure from OMol25. Energies are from ωB97M-V/def2-TZVPD.

```
! wB97M-V def2-TZVPD RIJCOSX def2/J DEFGRID3
* xyz 1 6
Fe -0.5859 0.6658 0.5276
I 1.3853 5.3904 1.0145
C 0.8288 4.0407 2.4839
C 1.0064 4.3737 3.8455
C 0.6170 3.5330 4.8484
I 0.9126 4.1119 6.8249
C 0.0080 2.2859 4.5323
C -0.4909 1.3583 5.4699
C -1.0904 0.2071 5.0384
C -1.1750 -0.0440 3.6621
N -0.7005 0.7806 2.7529
C -0.1369 1.9523 3.1711
C 0.2723 2.8377 2.1199
O 0.0676 2.4495 0.8821
H 1.4574 5.3265 4.0870
H -0.4079 1.5741 6.5268
H -1.4970 -0.5091 5.7379
H -1.6506 -0.9521 3.3090
Cl -8.0300 0.8977 1.0290
C -6.3763 0.5758 0.7832
C -5.4666 1.6397 0.7996
C -4.1393 1.3799 0.6065
Cl -2.9743 2.6235 0.5896
C -3.6498 0.0328 0.3913
O -2.4363 -0.2331 0.2228
C -4.6475 -1.0174 0.3682
Cl -4.1046 -2.6157 0.0977
C -5.9705 -0.7499 0.5655
H -5.8177 2.6491 0.9586
H -6.7052 -1.5421 0.5551
C 1.8228 1.2467 -2.7604
Te -0.1179 1.7973 -2.0618
C -0.8285 0.5514 -3.6439
C 0.3314 0.4246 -4.6029
C 0.1416 -0.0397 -5.9012
C 1.2148 -0.1619 -6.7667
C 2.4914 0.1820 -6.3405
C 2.6870 0.6448 -5.0509
C 1.6118 0.7668 -4.1750
H 2.2412 0.4703 -2.1186
H 2.4681 2.1200 -2.6999
H -1.6961 1.0183 -4.1056
H -1.1284 -0.4206 -3.2515
H -0.8555 -0.2987 -6.2361
H 1.0562 -0.5159 -7.7764
H 3.3306 0.0978 -7.0177
H 3.6813 0.9218 -4.7217
Cl 5.2015 -0.0960 0.9764
C 4.8150 1.6048 0.6973
Cl 3.0636 1.8793 0.6365
H 5.2368 1.8989 -0.2560
H 5.2160 2.1978 1.5102
C -0.2541 -2.2924 1.2613
N 0.2341 -3.6344 1.0335
C -0.0568 -4.0190 -0.3488
N 0.5750 -3.1095 -1.3062
C 0.0773 -1.7732 -1.0752
N 0.3552 -1.2880 0.3242
C 1.8402 -1.3690 0.5189
N 2.3444 -2.7068 0.2974
C 1.6894 -3.6329 1.2203
C 2.0227 -3.1149 -1.0712
H 0.0147 -1.9892 2.2739
H -1.3367 -2.2633 1.1364
H -1.1373 -4.0050 -0.5047
H 0.3103 -5.0309 -0.5207
H -1.0030 -1.7457 -1.2318
H 0.5601 -1.0812 -1.7655
H 2.0713 -1.0360 1.5322
H 2.3085 -0.6833 -0.1862
H 1.9185 -3.3427 2.2472
H 2.0710 -4.6393 1.0471
H 2.4045 -4.1218 -1.2414
H 2.5043 -2.4342 -1.7759
*
```

**Electronic energy**: -163599.4113 eV
**HOMO (spin up / spin down)**: -9.99 / -10.04 eV
**Molecular weight**: 1105.105 g mol⁻¹
**Energy relative to the best compared isomer or geometry (same formula, charge and spin)**: 0.0 kJ/mol
**LUMO (spin up / spin down)**: -2.55 / -5.87 eV

In elementary charge units, the Mulliken charges are:
1. Fe 0.21
2. I 0.08
3. C 0.01
4. C -0.22
5. C -0.33
6. I 0.10
7. C 0.73
8. C -0.63
9. C -1.40
10. C -0.23
11. N 0.32
12. C 0.30
13. C -0.72
14. O 0.12
15. H 0.37
16. H 0.21
17. H 0.43
18. H 0.59
19. Cl -0.14
20. C 0.51
21. C -0.78
22. C 0.80
23. Cl -0.07
24. C -1.24
25. O 0.48
26. C 0.56
27. Cl -0.15
28. C -0.80
29. H 0.50
30. H 0.49
31. C -0.74
32. Te 0.12
33. C -1.28
34. C 0.70
35. C -0.85
36. C -0.55
37. C -0.56
38. C -0.84
39. C 0.68
40. H 0.11
41. H 0.69
42. H 0.70
43. H 0.39
44. H 0.46
45. H 0.41
46. H 0.42
47. H 0.46
48. Cl -0.13
49. C -0.58
50. Cl 0.08
51. H 0.33
52. H 0.36
53. C -0.52
54. N 0.15
55. C -0.60
56. N 0.16
57. C -0.39
58. N 1.96
59. C -0.49
60. N 0.19
61. C -0.69
62. C -0.81
63. H 0.34
64. H -0.29
65. H 0.28
66. H 0.38
67. H -0.24
68. H -0.02
69. H 0.10
70. H -0.37
71. H 0.33
72. H 0.36
73. H 0.34
74. H 0.35



Q: molecular weight of number 6 (C30H28Cl5FeI2N5O2Te)?
A: 1105.105 g mol⁻¹